# 1
This record from the Open Molecules 2025 dataset describes the molecule C6H7N at a distorted geometry. The level of theory is the ωB97M-V functional and the def2-TZVPD basis.

Cartesian coordinates (Å):
C (-0.3583, -0.5386, 1.3083)
C (-0.1978, -0.3239, -0.1997)
C (0.5888, 0.9717, -0.5139)
C (-0.2349, 2.1441, -0.1890)
N (-0.9243, 3.0366, 0.0691)
C (1.4122, -1.6921, -0.5895)
C (0.2229, -1.6090, -1.0636)
H (0.6053, -0.5373, 1.8302)
H (-0.9792, 0.2625, 1.7256)
H (-0.8463, -1.4948, 1.5113)
H (-1.1918, -0.1938, -0.6258)
H (1.5201, 1.0241, 0.0628)
H (0.8627, 1.0174, -1.5720)
H (-0.4794, -2.0670, -1.7536)

Properties
Highest occupied orbital energy in eV: -10.6670
Molecular weight in g mol⁻¹: 93.129
ΔE to the lowest compared entry with this formula, charge and spin in kcal per mole: 103.9

---

# 2
This record from the Open Molecules 2025 dataset describes a structure of composition C6H24F2HfN12O6 at a distorted geometry. The level of theory is the ωB97M-V functional and the def2-TZVPD basis.

Cartesian coordinates (Å):
Hf (0.5106, 0.9988, -2.2619)
F (0.2105, -0.0871, -0.3630)
F (1.6639, -0.7574, -2.6262)
C (3.4961, 1.0301, -0.2066)
O (2.6146, 1.0349, -1.1259)
N (3.4744, 1.6940, 0.9523)
N (4.6671, 0.3977, -0.4593)
H (2.6947, 2.3024, 1.1238)
H (4.2933, 1.7645, 1.5332)
H (4.7070, -0.2717, -1.2117)
H (5.2297, 0.2264, 0.3597)
C (1.7585, 2.8865, 3.4656)
O (2.3834, 2.1457, 4.1928)
N (1.0194, 2.4035, 2.3797)
N (1.5258, 4.2156, 3.7113)
H (1.2913, 1.5212, 1.9757)
H (0.6741, 3.0443, 1.6810)
H (1.5786, 4.4724, 4.6838)
H (1.1165, 4.8735, 3.0768)
C (-2.5809, 0.0322, 2.2250)
O (-3.3814, 0.4147, 3.0531)
N (-1.3006, 0.5001, 2.0653)
N (-2.8611, -1.0069, 1.3416)
H (-0.9999, 1.2770, 2.6263)
H (-0.7487, 0.0784, 1.3366)
H (-3.7719, -1.4168, 1.2689)
H (-2.0444, -1.4849, 1.0065)
C (1.8479, -4.0170, -0.3973)
O (1.6993, -5.2175, -0.3725)
N (3.0657, -3.4545, -0.6870)
N (0.8302, -3.1009, -0.2377)
H (3.0302, -2.4538, -0.7380)
H (3.8085, -4.0612, -0.9773)
H (-0.0714, -3.4871, -0.0177)
H (0.9695, -2.1256, -0.0282)
C (-1.7144, -1.8114, -2.6792)
O (-1.1082, -0.7268, -2.4981)
N (-2.8988, -1.8936, -3.3298)
N (-1.2064, -2.9987, -2.3272)
H (-3.3294, -2.7838, -3.1446)
H (-3.4073, -1.1701, -3.7971)
H (-0.3305, -3.0748, -1.8204)
H (-1.7880, -3.8155, -2.4047)
C (-2.8049, 1.7245, -1.4496)
O (-1.5775, 1.6094, -1.7351)
N (-3.2303, 1.9032, -0.1851)
N (-3.8353, 1.6339, -2.3211)
H (-2.6226, 2.2259, 0.5505)
H (-4.1504, 1.5783, 0.0587)
H (-3.6242, 1.5138, -3.2962)
H (-4.7720, 1.7140, -1.9698)

Properties
Total charge: +2
Highest occupied orbital energy in eV: -14.4538
Molecular weight in g mol⁻¹: 576.822
ΔE to the lowest compared entry with this formula, charge and spin in kcal per mole: 31.7

---

# 3
This record from the Open Molecules 2025 dataset describes a structure of composition C49H36CoN13OS at a distorted geometry. The level of theory is the ωB97M-V functional and the def2-TZVPD basis.

Cartesian coordinates (Å):
Co (-0.4033, -0.4467, -1.3475)
C (0.1697, 5.6929, -3.3150)
C (-1.2272, 5.6717, -3.3267)
C (-1.9351, 4.4818, -3.2286)
C (-1.1678, 3.3139, -2.9479)
C (-1.6252, 2.0747, -2.4349)
N (-0.4089, 1.3945, -2.0869)
C (0.6108, 2.1425, -2.4001)
N (2.0337, 1.8186, -2.3129)
C (2.3120, 0.5575, -2.3223)
C (3.5336, -0.0152, -2.7675)
C (4.7072, 0.6466, -3.0226)
C (5.7924, -0.1830, -3.3789)
C (5.6866, -1.5160, -3.3484)
C (4.5716, -2.1790, -2.8220)
C (3.4070, -1.4321, -2.6884)
C (2.0797, -1.6527, -2.2732)
N (1.6069, -2.9211, -2.3228)
C (0.5953, -3.2321, -1.5572)
N (-0.1761, -2.3501, -0.8708)
C (-0.9409, -3.0708, -0.0540)
N (-1.9719, -2.3910, 0.7579)
C (-3.1467, -0.7352, 0.4376)
N (-2.4985, -0.1762, -0.9096)
C (-3.1722, 0.8481, -1.2095)
N (-2.8743, 1.8323, -2.1603)
C (-4.2377, 1.1663, -0.3259)
C (-5.1091, 2.1964, -0.3036)
C (-5.8296, 2.4164, 0.8335)
C (-5.8513, 1.5019, 1.9170)
C (-4.9909, 0.4007, 1.8109)
C (-4.2236, 0.2380, 0.7089)
C (-0.8150, -4.3825, -0.2486)
C (-1.3855, -5.5875, 0.2649)
C (-0.9459, -6.7674, -0.2230)
C (0.0686, -6.8811, -1.1556)
C (0.6581, -5.7389, -1.7044)
C (0.1301, -4.5733, -1.2355)
N (1.4274, -0.5156, -1.8984)
C (0.2356, 3.4051, -2.8012)
C (0.9212, 4.5569, -3.0816)
H (0.6492, 6.6194, -3.4833)
H (-1.8268, 6.6243, -3.5620)
H (-3.0884, 4.3473, -3.2152)
H (4.7723, 1.7168, -2.9769)
H (6.6661, 0.3941, -3.6938)
H (6.5354, -2.0428, -3.6383)
H (4.6052, -3.3048, -2.7138)
H (-5.2050, 2.8954, -1.1848)
H (-6.4109, 3.2484, 0.9976)
H (-6.3229, 1.6329, 2.8836)
H (-5.0917, -0.3305, 2.6217)
H (-2.0461, -5.4862, 1.1032)
H (-1.3611, -7.6424, 0.3049)
H (0.2086, -7.9145, -1.4354)
H (1.4875, -5.7003, -2.4328)
H (1.9466, 4.6188, -3.0966)
S (1.9112, 2.2881, 1.5096)
C (1.3677, 0.6825, 1.3556)
N (2.1072, -0.3398, 1.1855)
N (3.3647, -0.1342, 1.1045)
C (4.2552, -1.1888, 1.1485)
C (5.5745, -0.9130, 1.0668)
C (6.4303, -2.0031, 0.7341)
C (5.9468, -3.2729, 0.6325)
C (4.6062, -3.5340, 0.7359)
C (3.7286, -2.5133, 1.0595)
N (-0.0003, 0.1782, 1.8051)
N (-0.6197, -0.3913, 0.9434)
C (-1.8500, -1.0568, 1.3559)
C (-3.3600, -2.2584, 0.3063)
C (-4.2043, -2.9288, 1.3493)
C (-4.0264, -2.7449, 2.6786)
C (-3.1145, -1.8852, 3.3565)
C (-2.2097, -1.1095, 2.8055)
H (3.5724, 0.8848, 1.2705)
H (5.9344, 0.0812, 0.9993)
H (7.5342, -1.9303, 0.6552)
H (6.6271, -4.0604, 0.4985)
H (4.2691, -4.5839, 0.4378)
H (2.6529, -2.6108, 1.0694)
H (-3.5328, -2.6060, -0.7789)
H (-5.0033, -3.6591, 0.9384)
H (-4.5591, -3.3601, 3.3390)
H (-3.1438, -1.6885, 4.4251)
H (-1.6684, -0.4153, 3.3950)
C (-2.0880, 4.0680, 1.4371)
N (-1.1675, 4.0631, 2.5547)
C (-0.0185, 4.8972, 2.4465)
C (-1.4083, 3.1666, 3.5077)
C (-0.3962, 2.9178, 4.6173)
O (-2.4337, 2.4664, 3.4722)
H (-3.1165, 3.9654, 1.8320)
H (-1.8287, 3.2983, 0.7245)
H (-2.0234, 4.9997, 0.9793)
H (0.5321, 4.7748, 1.5193)
H (0.7949, 4.7288, 3.1899)
H (-0.2377, 5.9630, 2.6431)
H (0.0396, 3.8907, 4.9782)
H (0.4099, 2.2943, 4.1346)
H (-0.7767, 2.2938, 5.4583)

Properties
Total charge: -1
<S²>: 3.813
Highest occupied orbital energy (spin up / spin down) in eV: -3.4887 / -3.8988
Spin multiplicity: 4
Molecular weight in g mol⁻¹: 913.917
ΔE to the lowest compared entry with this formula, charge and spin in kcal per mole: 0.0

---

# 4
This record from the Open Molecules 2025 dataset describes a cluster of 2 separate species, C4H4 in total at a distorted geometry. The level of theory is the ωB97M-V functional and the def2-TZVPD basis.

Cartesian coordinates (Å):
C (1.4299, -0.3558, -0.6169)
C (1.9081, -0.5128, -1.7034)
C (-1.8217, 0.3971, 0.5674)
C (-1.3956, 0.7965, 1.5877)
H (0.9360, -0.2710, 0.2917)
H (2.4473, -0.9799, -2.5437)
H (-2.6051, 0.2159, -0.2137)
H (-0.8989, 0.7100, 2.6309)

Properties
Highest occupied orbital energy in eV: -10.5432
Molecular weight in g mol⁻¹: 52.076
ΔE to the lowest compared entry with this formula, charge and spin in kcal per mole: 59.1
SMILES: C#C.C#C

---

> What is the ΔE to the lowest compared entry with this formula, charge and spin in the fourth record?

59.1 kcal per mole

---

> Among the records above, which one has the lowest molecular weight?

C4H4